DFT (the ωB97M-V functional and the def2-TZVPD basis) results for a structure of composition N4O24Pb5S3 at a distorted geometry.

Values from the calculation:
Relative energy (zero: lowest compared OMol25 entry of this formula, charge and spin) = 5.098 eV
LUMO energy = -3.515 eV
Kohn-Sham gap = 0.1846 hartree
E = -4183.0077 a.u.

Geometry (Å):
1 Pb -1.195 -2.091 2.183
2 Pb -2.996 -2.009 -1.436
3 Pb -0.828 1.813 -2.756
4 Pb 2.087 2.726 -0.398
5 Pb 3.124 -0.629 2.321
6 N 3.319 1.769 -3.381
7 O 2.751 1.498 -2.154
8 O 2.555 2.346 -4.127
9 O 4.476 1.542 -3.524
10 N -0.765 3.782 0.300
11 O -0.687 4.797 0.991
12 O -1.508 3.471 -0.642
13 O 0.038 2.755 0.451
14 N 1.925 0.769 4.705
15 O 1.142 -0.190 4.522
16 O 3.013 0.726 3.878
17 O 1.936 1.584 5.457
18 N 1.157 -0.222 0.026
19 O 0.530 -0.051 -0.963
20 O 1.569 0.857 0.721
21 O 1.437 -1.327 0.596
22 S -3.293 0.868 1.517
23 O -2.413 2.019 1.910
24 O -2.166 -0.265 0.599
25 O -3.810 0.001 2.613
26 O -4.374 1.328 0.537
27 S -0.870 -1.237 -3.158
28 O -1.260 -0.842 -4.610
29 O 0.497 -1.360 -2.830
30 O -1.586 -0.106 -2.224
31 O -1.475 -2.584 -2.745
32 S -0.446 -4.544 0.271
33 O -0.804 -2.928 0.010
34 O -1.710 -5.194 -0.182
35 O 0.817 -4.838 -0.290
36 O -0.186 -4.235 1.814

Forces on atoms 1 to 6 (eV/Å):
-0.28 0.18 -2.03
-0.83 0.34 3.59
-0.02 0.13 0.68
0.85 1.22 0.26
-0.19 -1.04 -1.09
-1.43 1.26 1.86

=====

DFT (the ωB97M-V functional and the def2-TZVPD basis) results for a structure of composition C57H67O3P2Sr at a distorted geometry.

Values from the calculation:
Relative energy (zero: lowest compared OMol25 entry of this formula, charge and spin) = 13.198 eV
Net charge = +1
LUMO energy = -4.740 eV
Kohn-Sham gap = 0.1119 hartree
E = -3150.7390 a.u.

Geometry (Å):
1 Sr -0.680 0.145 -1.259
2 C -0.966 -3.189 -1.585
3 C -0.804 -3.359 -3.026
4 C 0.488 -3.872 -3.246
5 C 1.049 -4.167 -1.959
6 C 0.207 -3.741 -0.966
7 C 0.476 -3.738 0.536
8 C 1.102 -5.058 0.990
9 C 1.442 -2.561 0.830
10 C -0.819 -3.494 1.319
11 C 1.542 -3.625 -4.367
12 C 2.389 -4.872 -4.627
13 C 0.998 -3.112 -5.698
14 C 2.423 -2.472 -3.776
15 C -2.055 -3.324 -3.958
16 C -2.170 -4.671 -4.677
17 C -2.056 -2.167 -4.993
18 C -3.331 -3.121 -3.117
19 H -1.911 -3.447 -1.129
20 H 2.009 -4.662 -1.820
21 H 2.064 -5.227 0.494
22 H 0.437 -5.890 0.741
23 H 1.265 -5.051 2.076
24 H 2.432 -2.773 0.422
25 H 1.533 -2.393 1.914
26 H 1.041 -1.679 0.354
27 H -1.563 -4.263 1.091
28 H -1.213 -2.518 1.066
29 H -0.606 -3.552 2.394
30 H 1.759 -5.672 -5.028
31 H 2.867 -5.240 -3.715
32 H 3.175 -4.654 -5.362
33 H 0.274 -3.805 -6.135
34 H 1.825 -3.010 -6.409
35 H 0.531 -2.134 -5.564
36 H 3.244 -2.878 -3.179
37 H 1.823 -1.845 -3.137
38 H 2.868 -1.869 -4.586
39 H -1.295 -4.855 -5.305
40 H -3.067 -4.699 -5.310
41 H -2.228 -5.482 -3.946
42 H -1.423 -2.379 -5.850
43 H -1.718 -1.270 -4.488
44 H -3.072 -2.009 -5.375
45 H -3.509 -3.976 -2.463
46 H -4.192 -3.047 -3.790
47 H -3.244 -2.218 -2.526
48 C -1.540 1.788 0.132
49 O -2.473 0.909 -0.452
50 C -2.780 1.534 -1.704
51 C -1.576 1.612 -2.609
52 O -1.205 0.402 -3.234
53 C 0.147 0.694 -3.596
54 H -1.919 2.797 0.204
55 H -0.658 1.838 -0.531
56 H -1.222 1.500 1.119
57 H -3.064 2.565 -1.543
58 H -3.618 1.018 -2.181
59 H -0.743 1.867 -1.941
60 H -1.696 2.412 -3.326
61 H 0.623 1.090 -2.675
62 H 0.173 1.490 -4.324
63 H 0.642 -0.197 -3.985
64 O 1.128 1.366 1.877
65 C 1.102 2.735 1.743
66 C 0.789 3.604 2.733
67 C 0.576 5.014 2.436
68 C 0.996 5.535 1.286
69 C 1.794 4.660 0.351
70 C 1.248 3.231 0.387
71 P 1.055 2.194 -0.985
72 C 0.838 3.655 -2.179
73 C 1.440 3.682 -3.440
74 C 0.937 4.492 -4.460
75 C -0.200 5.251 -4.259
76 C -0.796 5.285 -3.001
77 C -0.264 4.520 -1.971
78 C 3.282 4.587 0.837
79 C 4.109 3.518 0.493
80 C 5.396 3.415 1.010
81 C 5.881 4.391 1.868
82 C 5.088 5.488 2.172
83 C 3.798 5.586 1.664
84 C 1.275 0.902 3.213
85 C 2.482 1.199 3.833
86 C 2.655 0.920 5.175
87 C 1.599 0.397 5.910
88 C 0.406 0.088 5.281
89 C 0.232 0.275 3.904
90 P -1.327 -0.247 3.054
91 C -1.719 -1.866 3.809
92 C -2.961 -2.388 3.427
93 C -3.390 -3.614 3.910
94 C -2.557 -4.363 4.732
95 C -1.297 -3.885 5.056
96 C -0.874 -2.642 4.597
97 C -2.467 0.878 4.010
98 C -2.329 2.255 3.847
99 C -3.092 3.155 4.580
100 C -4.020 2.688 5.503
101 C -4.179 1.321 5.666
102 C -3.419 0.422 4.923
103 H 0.601 3.252 3.739
104 H 0.054 5.612 3.174
105 H 0.833 6.576 1.032
106 H 1.788 5.053 -0.643
107 H 2.289 3.035 -3.623
108 H 1.410 4.474 -5.435
109 H -0.650 5.788 -5.086
110 H -1.716 5.832 -2.839
111 H -0.740 4.521 -1.011
112 H 3.751 2.743 -0.165
113 H 6.010 2.560 0.749
114 H 6.875 4.302 2.290
115 H 5.464 6.268 2.824
116 H 3.190 6.443 1.924
117 H 3.262 1.686 3.256
118 H 3.600 1.144 5.654
119 H 1.702 0.237 6.977
120 H -0.427 -0.276 5.870
121 H -3.573 -1.830 2.728
122 H -4.367 -3.994 3.634
123 H -2.881 -5.330 5.097
124 H -0.632 -4.484 5.668
125 H 0.121 -2.301 4.841
126 H -1.597 2.654 3.157
127 H -2.953 4.222 4.438
128 H -4.600 3.384 6.096
129 H -4.895 0.943 6.388
130 H -3.569 -0.638 5.066

Forces on atoms 1 to 6 (eV/Å):
5.50 -13.99 5.10
0.22 -0.35 -0.53
-0.51 0.33 0.00
0.37 0.33 -0.14
0.29 -0.06 -0.13
-0.14 0.16 0.53

=====

DFT (the ωB97M-V functional and the def2-TZVPD basis) results for a structure of composition C30H44BCl5IrN2O5P2S at a distorted geometry.

Values from the calculation:
<S²> = 0.78
Relative energy (zero: lowest compared OMol25 entry of this formula, charge and spin) = 3.980 eV
Spin multiplicity = 2
LUMO energy (alpha / beta) = -1.547 / -1.580 eV
Kohn-Sham gap (alpha / beta) = 0.1947 / 0.1957 hartree
E = -5166.3150 a.u.

Geometry (Å):
1 Ir -0.104 0.818 0.599
2 C 1.594 1.371 5.279
3 C 0.827 1.747 4.011
4 C -0.519 2.369 4.383
5 C 1.635 2.773 3.212
6 P 0.531 0.302 2.817
7 C 2.236 -0.441 2.624
8 N 2.371 -0.758 1.233
9 B 1.676 -0.085 0.183
10 N 2.221 -0.594 -1.035
11 C 2.078 -0.102 -2.377
12 P 0.310 0.339 -2.816
13 C 0.462 1.656 -4.151
14 C -0.925 1.867 -4.752
15 C 0.892 2.935 -3.429
16 C 1.468 1.296 -5.242
17 C -0.520 -1.281 -3.303
18 C 0.080 -1.884 -4.569
19 C -2.022 -1.047 -3.448
20 C -0.262 -2.234 -2.133
21 C 3.096 -1.618 -0.717
22 C 3.791 -2.512 -1.517
23 C 4.531 -3.508 -0.901
24 C 4.606 -3.609 0.483
25 C 3.950 -2.704 1.296
26 C 3.186 -1.718 0.693
27 C -0.406 -1.147 3.595
28 C -1.884 -0.777 3.695
29 C 0.115 -1.533 4.978
30 C -0.252 -2.335 2.643
31 H 1.954 2.286 5.746
32 H 2.453 0.740 5.072
33 H 0.960 0.869 6.001
34 H -0.357 3.330 4.868
35 H -1.067 1.741 5.082
36 H -1.121 2.538 3.493
37 H 1.733 3.689 3.792
38 H 1.122 3.020 2.284
39 H 2.636 2.412 2.980
40 H 2.365 -1.332 3.244
41 H 2.994 0.297 2.916
42 H 2.468 -0.823 -3.094
43 H 2.651 0.827 -2.482
44 H -1.672 1.909 -3.960
45 H -1.185 1.067 -5.440
46 H -0.956 2.808 -5.299
47 H 0.168 3.189 -2.657
48 H 0.929 3.762 -4.137
49 H 1.876 2.841 -2.968
50 H 1.158 0.416 -5.796
51 H 2.465 1.122 -4.843
52 H 1.527 2.126 -5.944
53 H -0.194 -1.330 -5.462
54 H -0.289 -2.902 -4.681
55 H 1.164 -1.935 -4.512
56 H -2.279 -0.652 -4.427
57 H -2.377 -0.339 -2.702
58 H -2.562 -1.981 -3.310
59 H 0.789 -2.506 -2.053
60 H -0.831 -3.151 -2.281
61 H -0.590 -1.797 -1.192
62 H 3.762 -2.456 -2.596
63 H 5.059 -4.221 -1.512
64 H 5.178 -4.409 0.927
65 H 4.029 -2.775 2.369
66 H -2.041 0.073 4.352
67 H -2.448 -1.620 4.088
68 H -2.285 -0.536 2.718
69 H -0.255 -0.854 5.740
70 H 1.202 -1.560 5.026
71 H -0.254 -2.528 5.219
72 H -0.628 -2.087 1.656
73 H -0.842 -3.168 3.019
74 H 0.777 -2.670 2.548
75 Cl -7.287 1.674 0.231
76 C -5.637 1.193 0.224
77 C -4.696 2.212 0.137
78 Cl -5.227 3.837 -0.103
79 C -3.306 2.106 0.247
80 Cl -0.383 3.282 0.508
81 C -2.843 -0.312 0.328
82 O -1.760 -0.970 0.345
83 C -4.124 -0.848 0.191
84 Cl -4.096 -2.560 -0.040
85 C -5.374 -0.208 0.219
86 Cl -6.760 -1.243 0.243
87 O -0.319 0.951 -1.610
88 S -2.248 2.777 -1.130
89 O -2.747 1.891 -2.195
90 O -2.619 1.021 0.647
91 O -2.520 4.181 -1.370

Forces on atoms 1 to 6 (eV/Å):
-1.32 -0.30 -0.30
-0.13 -0.13 -0.16
-0.19 -0.15 -0.24
0.00 -0.14 -0.10
-0.12 -0.15 -0.19
0.24 0.17 -0.28

=====

DFT (the ωB97M-V functional and the def2-TZVPD basis) results for a structure of composition C32H45BBr2N9O2ReS3Se.

Values from the calculation:
<S²> = 3.78
Relative energy (zero: lowest compared OMol25 entry of this formula, charge and spin) = 0.171 eV
Spin multiplicity = 4
Net charge = +1
LUMO energy (alpha / beta) = -2.141 / -3.348 eV
Kohn-Sham gap (alpha / beta) = 0.2817 / 0.2494 hartree
E = -10736.9068 a.u.

Geometry (Å):
1 Re 0.249 0.166 0.715
2 C 2.721 -0.714 -4.100
3 C 2.902 -1.852 -3.101
4 C 3.661 -2.991 -3.774
5 C 3.659 -1.413 -1.861
6 N 1.539 -2.351 -2.680
7 C 1.104 -3.649 -2.870
8 C -0.168 -3.710 -2.437
9 N -0.522 -2.459 -1.984
10 B -2.013 -2.185 -1.636
11 N -2.436 -0.739 -2.000
12 C -2.842 -0.434 -3.282
13 C -3.256 0.846 -3.288
14 N -3.110 1.331 -1.998
15 C -2.595 0.345 -1.230
16 S -2.203 0.456 0.464
17 C -3.473 2.732 -1.579
18 C -4.521 2.674 -0.471
19 C -2.211 3.463 -1.135
20 C -4.069 3.465 -2.778
21 N -2.383 -2.539 -0.166
22 C -3.662 -2.949 0.143
23 C -3.687 -3.285 1.446
24 N -2.412 -3.079 1.945
25 C -1.632 -2.638 0.939
26 S 0.061 -2.215 1.072
27 C -1.983 -3.389 3.360
28 C -1.440 -2.122 4.020
29 C -0.947 -4.507 3.327
30 C -3.206 -3.859 4.142
31 C 0.539 -1.645 -2.114
32 S 0.618 0.050 -1.639
33 H 3.702 -0.415 -4.470
34 H 2.255 0.158 -3.644
35 H 2.119 -1.040 -4.950
36 H 4.629 -2.598 -4.082
37 H 3.156 -3.359 -4.668
38 H 3.846 -3.822 -3.092
39 H 4.695 -1.201 -2.131
40 H 3.652 -2.202 -1.106
41 H 3.230 -0.515 -1.429
42 H 1.718 -4.412 -3.304
43 H -0.860 -4.532 -2.426
44 H -2.656 -2.919 -2.343
45 H -2.807 -1.158 -4.075
46 H -3.643 1.437 -4.093
47 H -4.116 2.269 0.454
48 H -5.371 2.064 -0.782
49 H -4.881 3.684 -0.275
50 H -1.776 2.991 -0.257
51 H -2.473 4.492 -0.885
52 H -1.469 3.475 -1.936
53 H -4.978 2.986 -3.143
54 H -3.357 3.563 -3.598
55 H -4.332 4.469 -2.450
56 H -4.449 -2.953 -0.590
57 H -4.501 -3.628 2.051
58 H -0.472 -1.830 3.618
59 H -1.326 -2.313 5.088
60 H -2.137 -1.291 3.893
61 H -0.045 -4.204 2.798
62 H -1.359 -5.397 2.849
63 H -0.669 -4.764 4.350
64 H -3.980 -3.092 4.190
65 H -2.884 -4.068 5.161
66 H -3.629 -4.778 3.737
67 Br 1.218 0.052 5.492
68 C 2.420 1.491 5.902
69 Br 2.818 2.629 4.400
70 H 3.353 1.060 6.239
71 H 1.958 2.104 6.662
72 Se 2.399 -0.288 1.838
73 C 3.922 0.376 0.898
74 C 3.918 1.527 0.126
75 C 5.098 1.913 -0.492
76 N 6.250 1.251 -0.381
77 C 6.238 0.159 0.384
78 C 5.113 -0.320 1.039
79 H 3.017 2.094 -0.036
80 H 5.114 2.801 -1.114
81 H 7.180 -0.371 0.473
82 H 5.167 -1.218 1.640
83 C 1.320 5.720 -0.167
84 N 0.737 4.567 0.525
85 C 0.152 4.737 1.745
86 C -0.308 3.717 2.498
87 C -0.104 2.424 1.950
88 O -0.376 1.307 2.501
89 N 0.407 2.269 0.711
90 C 0.866 3.305 -0.066
91 O 1.323 3.161 -1.179
92 H 0.632 6.560 -0.108
93 H 1.480 5.449 -1.204
94 H 2.272 5.993 0.286
95 H 0.073 5.766 2.073
96 H -0.772 3.861 3.459

Forces on atoms 1 to 6 (eV/Å):
-0.55 0.10 -0.22
0.00 0.08 -0.03
-0.13 -0.10 0.01
-0.05 -0.02 -0.01
0.11 0.05 0.10
0.23 -0.07 -0.13

=====

DFT (the ωB97M-V functional and the def2-TZVPD basis) results for a structure of composition C31H28BGeN8Ru.

Values from the calculation:
<S²> = 0.77
Relative energy (zero: lowest compared OMol25 entry of this formula, charge and spin) = 0.000 eV
Spin multiplicity = 2
Net charge = +2
LUMO energy (alpha / beta) = -6.457 / -10.401 eV
Kohn-Sham gap (alpha / beta) = 0.2546 / 0.1096 hartree
E = -3832.2465 a.u.

Geometry (Å):
1 Ru 0.332 0.406 0.488
2 C 3.362 -2.190 -0.929
3 C 2.885 -0.924 -0.621
4 N 1.608 -0.994 -0.245
5 N 1.235 -2.294 -0.305
6 C 2.287 -3.026 -0.704
7 B -0.235 -2.671 0.092
8 N -0.349 -2.220 1.579
9 C -0.624 -2.901 2.699
10 C -0.564 -2.033 3.775
11 C -0.239 -0.802 3.222
12 N -0.111 -0.927 1.902
13 N -1.204 -1.825 -0.774
14 C -2.119 -2.237 -1.663
15 C -2.706 -1.122 -2.235
16 C -2.079 -0.043 -1.624
17 N -1.174 -0.478 -0.742
18 N -0.600 -4.117 -0.095
19 C -0.179 -5.100 -0.942
20 C -1.048 -6.150 -0.838
21 C -2.006 -5.720 0.100
22 N -1.747 -4.504 0.534
23 H 4.349 -2.467 -1.251
24 H 3.405 0.017 -0.630
25 H 2.232 -4.096 -0.773
26 H -0.868 -3.947 2.654
27 H -0.735 -2.267 4.810
28 H -0.094 0.157 3.693
29 H -2.308 -3.286 -1.818
30 H -3.483 -1.102 -2.978
31 H -2.233 1.015 -1.772
32 H 0.661 -4.986 -1.601
33 H -1.004 -7.087 -1.365
34 H -2.870 -6.248 0.471
35 C 1.712 1.235 1.403
36 Ge 1.179 3.122 1.201
37 C -0.504 2.950 2.164
38 C -1.323 2.014 1.520
39 C -2.461 1.503 2.129
40 C -2.791 1.937 3.406
41 C -1.984 2.863 4.055
42 C -0.832 3.361 3.447
43 C 2.365 4.544 1.883
44 C 3.808 4.403 1.823
45 C 4.663 5.404 2.255
46 C 4.114 6.555 2.783
47 C 2.684 6.704 2.871
48 C 1.833 5.698 2.443
49 C 0.739 3.046 -0.700
50 C 1.531 2.275 -1.558
51 C 1.170 2.106 -2.894
52 C 0.027 2.715 -3.379
53 C -0.761 3.499 -2.538
54 C -0.414 3.662 -1.210
55 H 2.598 0.821 1.892
56 H -1.176 1.843 0.439
57 H -3.080 0.782 1.610
58 H -3.677 1.556 3.895
59 H -2.247 3.195 5.051
60 H -0.203 4.054 3.993
61 H 4.231 3.486 1.428
62 H 5.734 5.273 2.191
63 H 4.748 7.355 3.141
64 H 2.275 7.627 3.262
65 H 0.763 5.848 2.511
66 H 2.448 1.826 -1.199
67 H 1.790 1.507 -3.548
68 H -0.253 2.589 -4.416
69 H -1.649 3.983 -2.925
70 H -1.043 4.265 -0.564

Forces on atoms 1 to 6 (eV/Å):
0.26 0.32 -0.22
-0.03 -0.01 0.03
0.05 -0.01 0.06
-0.03 -0.08 0.02
-0.06 -0.02 -0.13
0.05 0.02 0.05

=====

DFT (the ωB97M-V functional and the def2-TZVPD basis) results for a cluster of 2 separate species, C7H10BN in total at a distorted geometry.

Values from the calculation:
<S²> = 2.02
Relative energy (zero: lowest compared OMol25 entry of this formula, charge and spin) = 0.974 eV
Spin multiplicity = 3
LUMO energy (alpha / beta) = 0.831 / -2.547 eV
Kohn-Sham gap (alpha / beta) = 0.2074 / 0.2482 hartree
E = -352.1246 a.u.

Geometry (Å):
1 B -2.747 -1.053 -0.417
2 C 2.131 0.618 0.681
3 C 2.199 -0.767 0.847
4 C 1.442 1.130 -0.355
5 C 1.439 -1.601 0.032
6 C 0.772 0.293 -1.262
7 C 0.705 -1.083 -1.015
8 C -2.376 1.316 0.719
9 N -2.516 0.033 0.145
10 H -3.185 -2.022 -0.707
11 H 0.242 -1.792 -1.747
12 H 2.707 1.296 1.313
13 H 2.900 -1.327 1.556
14 H 1.552 2.176 -0.672
15 H 1.579 -2.789 0.135
16 H 0.439 0.741 -2.130
17 H -2.883 2.050 0.049
18 H -3.063 1.430 1.626
19 H -1.336 1.351 1.201

Forces on atoms 1 to 6 (eV/Å):
0.47 2.50 1.50
0.19 4.19 -0.12
1.72 -4.36 2.43
1.17 1.23 0.24
-0.97 -3.20 -2.08
-0.01 2.35 0.12

=====

- What is the relative energy (zero: lowest compared OMol25 entry of this formula, charge and spin) in the second record?
  13.198 eV